{"formula": "C28H47BFN2O14S2", "method": "ωB97M-V with the def2-TZVPD basis set", "elements": ["C", "C", "O", "O", "C", "C", "C", "C", "B", "C", "C", "C", "C", "C", "C", "C", "C", "S", "C", "N", "N", "C", "O", "S", "O", "O", "F", "H", "H", "H", "H", "H", "H", "H", "H", "H", "H", "H", "H", "H", "H", "H", "H", "H", "H", "H", "H", "H", "H", "H", "H", "H", "H", "H", "H", "H", "C", "C", "C", "O", "C", "O", "O", "H", "H", "H", "H", "H", "H", "C", "C", "C", "O", "C", "O", "O", "H", "H", "H", "H", "H", "H", "C", "C", "C", "O", "C", "O", "O", "H", "H", "H", "H", "H", "H"], "coordinates": [[4.49, 3.26, -1.72], [4.75, 1.95, -2.41], [5.79, 1.75, -3.03], [3.76, 1.06, -2.30], [4.21, -0.32, -2.26], [3.11, -1.25, -1.74], [2.10, -0.55, -0.82], [1.48, -1.48, 0.23], [0.17, -2.33, -0.29], [0.66, -3.45, -1.38], [-1.04, -1.35, -0.80], [-1.97, -1.94, -1.90], [-3.44, -1.57, -1.60], [-4.32, -1.43, -2.85], [-3.83, -0.40, -3.88], [-3.40, 0.94, -3.28], [-4.56, 1.96, -3.25], [-4.17, 3.24, -2.00], [-5.62, 3.20, -1.03], [-6.55, 2.35, -1.00], [-7.46, 2.84, -0.07], [-7.02, 3.91, 0.38], [-5.81, 4.23, -0.19], [-0.48, -3.30, 1.25], [0.51, -4.26, 1.68], [-1.75, -3.92, 0.98], [-0.62, -2.28, 2.50], [4.97, 3.29, -0.74], [4.81, 4.09, -2.33], [3.42, 3.34, -1.54], [5.13, -0.41, -1.70], [4.42, -0.60, -3.29], [2.58, -1.65, -2.60], [3.56, -2.05, -1.17], [2.67, 0.22, -0.29], [1.36, -0.01, -1.42], [2.26, -2.19, 0.53], [1.21, -0.93, 1.14], [0.58, -3.12, -2.42], [0.00, -4.32, -1.30], [1.65, -3.83, -1.16], [-1.68, -1.16, 0.07], [-0.71, -0.36, -1.12], [-1.71, -1.49, -2.85], [-1.94, -3.02, -1.94], [-3.85, -2.39, -1.01], [-3.51, -0.67, -0.99], [-4.41, -2.39, -3.37], [-5.32, -1.14, -2.53], [-4.68, -0.19, -4.53], [-3.04, -0.77, -4.53], [-2.98, 0.88, -2.28], [-2.63, 1.39, -3.91], [-4.70, 2.44, -4.21], [-5.49, 1.48, -2.98], [-7.46, 4.56, 1.10], [-9.03, 5.73, 5.31], [-9.44, 6.28, 3.97], [-10.94, 6.33, 3.74], [-11.03, 6.19, 2.32], [-9.94, 5.52, 1.90], [-9.79, 5.07, 0.81], [-9.02, 5.42, 2.90], [-9.51, 6.28, 6.12], [-9.29, 4.67, 5.39], [-7.95, 5.80, 5.44], [-8.99, 7.26, 3.81], [-11.38, 7.27, 4.07], [-11.47, 5.50, 4.21], [8.53, 2.16, -1.69], [9.63, 2.31, -0.67], [10.41, 1.05, -0.41], [10.83, 1.23, 0.95], [9.93, 2.04, 1.55], [9.88, 2.24, 2.72], [9.10, 2.60, 0.64], [8.92, 1.76, -2.63], [7.74, 1.51, -1.33], [8.07, 3.13, -1.89], [10.30, 3.13, -0.95], [11.27, 0.94, -1.06], [9.80, 0.15, -0.47], [2.55, -7.46, 4.02], [3.92, -7.07, 3.55], [3.93, -6.00, 2.49], [5.14, -6.31, 1.76], [5.37, -7.63, 1.91], [6.18, -8.25, 1.28], [4.57, -8.16, 2.86], [1.99, -6.59, 4.36], [1.99, -7.95, 3.22], [2.61, -8.18, 4.84], [4.55, -6.79, 4.40], [3.98, -5.00, 2.90], [3.08, -6.07, 1.81]], "mulliken_charge": [-1.090, 0.766, -0.589, -0.208, -0.580, -0.467, -0.080, -1.218, 0.695, -1.480, -0.934, -0.163, -1.073, -1.000, -1.014, -0.430, -0.854, -0.256, 0.577, -0.191, -0.506, 0.074, -0.337, 1.136, -0.561, -0.694, -0.329, 0.228, 0.343, 0.376, 0.345, 0.274, 0.130, 0.237, 0.438, 0.132, 0.317, 0.325, 0.248, 0.418, 0.314, 0.262, 0.218, 0.133, 0.382, 0.482, 0.538, 0.338, 0.415, 0.438, 0.511, 0.317, 0.285, 0.437, 0.531, 0.420, -1.414, 0.432, -0.489, -0.350, 0.657, -0.482, -0.322, 0.376, 0.360, 0.356, 0.246, 0.309, 0.310, -1.342, 0.543, -0.486, -0.329, 0.626, -0.530, -0.343, 0.403, 0.216, 0.348, 0.242, 0.312, 0.326, -1.402, 0.551, -0.344, -0.320, 0.618, -0.555, -0.366, 0.379, 0.348, 0.355, 0.233, 0.272, 0.227], "charge": -1, "homo_ev": -6.061, "e_tot_ha": -3179.2132, "gap_ev": 7.64}


{"formula": "C28H47BrNO3P3V", "method": "ωB97M-V with the def2-TZVPD basis set", "elements": ["C", "C", "C", "C", "N", "C", "C", "C", "C", "C", "C", "C", "C", "C", "V", "P", "H", "H", "H", "H", "H", "H", "H", "H", "C", "C", "H", "H", "H", "H", "H", "C", "C", "H", "H", "H", "H", "H", "C", "C", "H", "H", "H", "H", "H", "Br", "P", "C", "C", "H", "H", "H", "H", "H", "C", "C", "H", "H", "H", "H", "H", "C", "C", "H", "H", "H", "H", "H", "C", "O", "P", "O", "C", "O", "C", "H", "H", "H", "H", "H", "H", "H", "H", "H"], "coordinates": [[-3.06, 4.81, -4.54], [-2.45, 5.54, -3.48], [-2.41, 6.95, -3.66], [-2.86, 7.51, -4.87], [-3.37, 6.78, -5.86], [-3.48, 5.47, -5.71], [-1.87, 4.79, -2.35], [-1.12, 3.63, -2.31], [-0.26, 2.67, -2.88], [-0.20, 1.39, -2.26], [1.02, 0.79, -2.10], [2.14, 1.37, -2.69], [1.99, 2.36, -3.69], [0.78, 3.03, -3.81], [-1.41, 4.16, -0.54], [-1.87, 1.99, 0.84], [-2.01, 7.63, -2.92], [-3.19, 3.74, -4.49], [-2.80, 8.59, -5.06], [-3.90, 4.91, -6.55], [0.65, 3.83, -4.53], [-1.07, 1.02, -1.67], [2.83, 2.63, -4.30], [1.14, -0.03, -1.39], [-0.82, 1.03, 2.06], [-1.13, 1.09, 3.54], [0.20, 1.40, 1.88], [-0.82, -0.01, 1.70], [-0.52, 0.35, 4.06], [-0.88, 2.07, 3.98], [-2.18, 0.86, 3.77], [-2.76, 3.33, 1.77], [-3.69, 4.03, 0.78], [-2.07, 4.02, 2.26], [-3.31, 2.84, 2.57], [-3.99, 5.00, 1.21], [-3.33, 4.18, -0.28], [-4.61, 3.44, 0.70], [-3.22, 0.72, 0.67], [-3.98, 0.29, 1.92], [-2.76, -0.17, 0.21], [-3.93, 1.13, -0.07], [-4.91, -0.22, 1.62], [-3.42, -0.42, 2.54], [-4.28, 1.13, 2.56], [3.81, 0.76, -2.22], [0.57, 3.95, 0.51], [0.51, 4.58, 2.26], [1.74, 4.57, 3.16], [-0.26, 3.97, 2.76], [0.10, 5.61, 2.20], [1.41, 4.74, 4.20], [2.26, 3.60, 3.17], [2.45, 5.37, 2.91], [1.98, 2.72, 0.69], [3.43, 3.22, 0.81], [1.93, 2.05, -0.17], [1.77, 2.10, 1.58], [4.08, 2.35, 1.00], [3.78, 3.69, -0.12], [3.57, 3.92, 1.64], [1.36, 5.22, -0.56], [2.16, 6.29, 0.19], [0.59, 5.73, -1.17], [2.00, 4.67, -1.26], [2.39, 7.11, -0.50], [1.59, 6.73, 1.02], [3.11, 5.92, 0.58], [-1.40, -4.00, 1.00], [-0.69, -2.76, 0.90], [-0.55, -1.92, -0.48], [0.29, -2.90, -1.49], [1.64, -3.29, -1.20], [-2.06, -2.01, -1.14], [-2.24, -2.00, -2.57], [-2.48, -3.83, 1.12], [-1.01, -4.49, 1.89], [-1.22, -4.65, 0.12], [1.92, -3.15, -0.14], [1.75, -4.35, -1.45], [2.34, -2.70, -1.82], [-1.66, -1.19, -3.05], [-1.95, -2.97, -3.00], [-3.30, -1.84, -2.73]], "mulliken_charge": [-0.549, 0.857, -0.396, -0.451, -0.423, -0.399, -0.181, 0.449, -0.100, 0.412, -0.760, -0.076, -0.560, -0.653, -1.156, 1.057, 0.457, 0.456, 0.403, 0.388, 0.587, 0.813, 0.510, 0.340, 0.941, -1.517, -0.905, 0.192, 0.450, 0.335, 0.363, -1.225, -0.699, 0.292, 0.782, 0.476, 0.106, 0.363, 0.075, -1.453, -0.040, 0.566, 0.465, 0.368, 0.316, 0.061, 1.816, -0.368, -1.602, -0.033, 0.595, 0.459, 0.400, 0.311, 0.213, -1.720, -0.588, 0.756, 0.431, 0.385, 0.333, -0.383, -1.406, 0.680, 0.314, 0.439, 0.334, 0.310, -0.679, -0.338, 0.886, -0.212, -0.679, -0.210, -0.645, 0.300, 0.274, 0.354, 0.364, 0.319, 0.293, 0.320, 0.344, 0.297], "charge": 4, "homo_ev": [-18.824, -18.824], "e_tot_ha": -5915.9078, "de_lowest_kj_mol": 0.00, "gap_ev": [4.70, 3.91], "multiplicity": 2}


{"formula": "C28H48BBr2N6Zn", "method": "ωB97M-V with the def2-TZVPD basis set", "elements": ["Zn", "C", "C", "C", "C", "C", "C", "C", "C", "C", "N", "N", "B", "N", "N", "C", "C", "C", "C", "C", "C", "C", "C", "C", "N", "N", "C", "C", "C", "C", "C", "C", "C", "C", "C", "H", "H", "H", "H", "H", "H", "H", "H", "H", "H", "H", "H", "H", "H", "H", "H", "H", "H", "H", "H", "H", "H", "H", "H", "H", "H", "H", "H", "H", "H", "H", "H", "H", "H", "H", "H", "H", "H", "H", "H", "H", "H", "H", "H", "H", "H", "Br", "C", "Br", "H", "H"], "coordinates": [[0.28, 1.21, -1.36], [-1.98, -0.23, -4.51], [-0.58, -0.69, -4.37], [0.36, 0.41, -4.73], [-0.44, -1.35, -3.03], [-0.67, -2.68, -2.72], [-0.27, -2.80, -1.33], [-0.06, -4.20, -0.83], [-1.47, -4.91, -0.80], [0.62, -4.36, 0.54], [0.03, -1.61, -0.87], [0.00, -0.67, -1.96], [-0.12, -1.05, 0.61], [1.14, -0.15, 1.07], [1.59, 0.83, 0.22], [2.81, 1.28, 0.73], [3.17, 0.40, 1.79], [2.08, -0.42, 2.00], [1.94, -1.22, 3.35], [0.87, -0.54, 4.22], [1.72, -2.74, 3.31], [3.47, 2.53, 0.32], [4.24, 3.00, 1.54], [4.38, 2.31, -0.84], [-1.40, -0.10, 0.62], [-1.46, 1.12, -0.14], [-2.43, 1.86, 0.39], [-2.96, 1.16, 1.52], [-2.37, -0.07, 1.55], [-2.92, -1.10, 2.53], [-2.21, -2.45, 2.75], [-3.25, -0.43, 3.93], [-2.94, 3.16, -0.07], [-3.39, 2.97, -1.57], [-1.80, 4.25, 0.05], [-2.06, 0.15, -5.62], [-2.73, -0.99, -4.31], [-2.20, 0.66, -3.91], [-0.43, -1.56, -5.01], [0.17, 1.40, -4.24], [1.39, 0.15, -4.58], [0.20, 0.61, -5.84], [-0.88, -3.48, -3.48], [0.63, -4.68, -1.54], [-2.27, -4.27, -1.25], [-1.45, -5.90, -1.36], [-1.80, -5.12, 0.26], [-0.14, -4.22, 1.34], [1.07, -5.35, 0.55], [1.49, -3.68, 0.69], [-0.31, -2.06, 1.31], [4.09, 0.34, 2.31], [2.95, -1.04, 3.69], [-0.16, -0.81, 3.86], [1.05, -0.87, 5.29], [0.97, 0.55, 4.19], [0.79, -2.99, 2.74], [2.57, -3.24, 2.91], [1.77, -3.19, 4.31], [2.69, 3.28, 0.07], [5.16, 2.41, 1.68], [4.64, 4.04, 1.41], [3.59, 3.01, 2.43], [5.23, 1.74, -0.52], [3.90, 1.68, -1.61], [4.75, 3.26, -1.29], [-3.72, 1.57, 2.16], [-3.83, -1.37, 2.07], [-1.19, -2.31, 3.09], [-2.77, -2.97, 3.55], [-2.08, -3.01, 1.80], [-2.56, 0.42, 4.14], [-4.31, -0.06, 3.94], [-3.15, -1.15, 4.73], [-3.77, 3.38, 0.56], [-2.79, 2.27, -2.15], [-4.50, 2.78, -1.59], [-3.36, 3.91, -2.09], [-0.82, 3.87, -0.26], [-2.04, 5.09, -0.63], [-1.78, 4.55, 1.11], [3.04, 3.37, -5.37], [2.49, 4.27, -3.71], [0.97, 3.34, -2.71], [2.15, 5.30, -3.95], [3.38, 4.17, -3.06]], "mulliken_charge": [-0.403, -1.090, 0.492, -1.437, 0.005, -0.881, 0.029, 0.768, -1.403, -1.407, 0.821, -0.083, 0.997, 1.593, -1.197, -0.394, -0.562, 0.326, -0.053, -1.334, -1.405, 1.032, -1.705, -1.362, 0.921, -0.421, 0.188, -0.830, -0.166, 0.831, -1.806, -1.728, 0.146, -1.238, -1.094, 0.340, 0.396, 0.090, 0.505, -0.062, 0.506, 0.393, 0.355, 0.644, 0.385, 0.315, 0.341, 0.147, 0.428, 0.208, -0.847, 0.487, 0.542, 0.170, 0.432, 0.353, 0.000, 0.431, 0.500, 0.206, 0.302, 0.413, 0.405, 0.416, 0.262, 0.294, 0.443, 0.649, 0.335, 0.512, 0.070, 0.391, 0.358, 0.517, 0.557, 0.003, 0.314, 0.438, -0.005, 0.374, 0.346, -0.028, -0.431, 0.103, 0.435, 0.113], "charge": 1, "homo_ev": -11.236, "e_tot_ha": -8376.2862, "gap_ev": 7.17}


> The highest charge belongs to which entry?

C28H47BrNO3P3V